Record 1
Entry from the Open Molecules 2025 dataset: C5H6N2O5 as an isolated structure in a non-equilibrium geometry (ωB97M-V/def2-TZVPD).

The geometry in XYZ format:
```
18
C5H6N2O5, DFT ωB97M-V/def2-TZVPD
C -1.852 -0.372 0.096
C -1.018 0.807 0.350
C 0.409 0.287 0.294
C 0.425 -1.231 -0.037
C -1.101 -1.525 -0.051
N -1.677 -2.827 -0.095
N -4.133 1.214 -0.011
O -3.161 -0.226 0.098
O -2.867 -2.993 -0.290
O -0.835 -3.712 -0.022
O -5.073 1.054 0.604
O -3.665 2.014 -0.695
H -1.242 1.793 -0.250
H -1.098 0.994 1.384
H 1.033 0.800 -0.338
H 0.841 0.334 1.303
H 1.036 -1.537 -0.923
H 0.956 -1.817 0.743
```

Computed properties:
Maximum force in eV/A: 3.10
Frontier orbital gap in eV: 7.905
Relative energy (zero: lowest compared OMol25 entry of this formula, charge and spin) in kJ/mol: 895.78
Calculated total energy in eV: -18491.0437


Record 2
Entry from the Open Molecules 2025 dataset: a 13-piece molecular cluster, C46H120N6O7S7 overall in a non-equilibrium geometry (ωB97M-V/def2-TZVPD).

The geometry in XYZ format:
```
186
C46H120N6O7S7, DFT ωB97M-V/def2-TZVPD
C 0.488 3.286 -7.094
C 0.201 2.787 -5.703
N 0.857 1.484 -5.544
C 2.263 1.698 -5.214
C 3.051 0.400 -5.452
C 0.156 0.727 -4.500
C -1.153 0.227 -5.144
H 1.566 3.415 -7.190
H 0.015 4.256 -7.246
H 0.001 2.651 -7.834
H 0.473 3.442 -4.875
H -0.873 2.631 -5.602
H 2.801 2.458 -5.780
H 2.261 1.970 -4.158
H 2.993 -0.472 -4.801
H 2.795 -0.008 -6.430
H 4.096 0.696 -5.540
H -0.008 1.258 -3.562
H 0.780 -0.147 -4.321
H -1.796 0.926 -5.681
H -1.818 -0.161 -4.372
H -0.940 -0.579 -5.846
C 1.439 -0.524 1.593
C 0.078 -0.406 0.959
N 0.039 0.375 -0.265
C -1.306 0.497 -0.912
C -1.907 -0.818 -1.560
C 0.674 1.680 -0.096
C 0.106 2.638 0.943
H 1.407 -1.201 2.447
H 1.721 0.462 1.961
H 2.223 -0.870 0.920
H -0.315 -1.372 0.643
H -0.624 -0.064 1.720
H -2.013 0.749 -0.121
H -1.251 1.318 -1.626
H -2.119 -1.585 -0.815
H -2.803 -0.599 -2.140
H -1.127 -1.257 -2.182
H 0.608 2.213 -1.044
H 1.738 1.517 0.074
H -0.932 2.885 0.718
H 0.569 3.605 1.136
H -0.015 2.176 1.923
C -0.409 7.001 7.301
C -0.340 5.411 7.379
N -0.328 4.816 6.069
C 0.544 5.346 4.985
C 2.079 5.426 5.318
C -0.303 3.364 6.176
C -1.081 2.813 5.014
H -0.370 7.390 8.318
H -1.323 7.313 6.795
H 0.387 7.526 6.774
H 0.461 5.078 8.040
H -1.266 5.124 7.876
H 0.353 4.741 4.099
H 0.204 6.342 4.703
H 2.529 5.823 4.408
H 2.212 6.068 6.189
H 2.534 4.467 5.562
H -0.913 3.141 7.052
H 0.746 3.092 6.287
H -1.181 1.738 5.167
H -0.413 2.866 4.155
H -2.076 3.250 4.927
C -5.534 0.665 -1.676
C -5.450 1.090 -3.140
N -5.188 -0.021 -4.123
C -6.189 -1.079 -3.998
C -7.518 -0.696 -4.518
C -5.090 0.551 -5.439
C -4.668 -0.522 -6.446
H -4.688 0.014 -1.458
H -6.457 0.150 -1.412
H -5.309 1.512 -1.028
H -6.310 1.618 -3.552
H -4.500 1.622 -3.182
H -6.255 -1.281 -2.928
H -5.842 -2.024 -4.416
H -8.130 -1.590 -4.395
H -7.411 -0.563 -5.594
H -7.941 0.216 -4.097
H -5.952 1.100 -5.817
H -4.330 1.326 -5.340
H -4.431 -0.125 -7.433
H -3.833 -1.041 -5.974
H -5.503 -1.205 -6.601
C 7.693 -4.408 0.565
C 6.877 -3.899 1.830
N 5.680 -4.804 2.029
C 5.968 -6.231 2.094
C 6.746 -6.659 3.314
C 4.746 -4.336 3.033
C 4.010 -2.969 2.829
H 8.212 -5.351 0.736
H 8.439 -3.688 0.229
H 6.974 -4.571 -0.238
H 7.440 -3.893 2.763
H 6.519 -2.879 1.695
H 5.029 -6.782 2.163
H 6.466 -6.673 1.231
H 7.643 -6.056 3.455
H 6.229 -6.394 4.236
H 7.115 -7.685 3.341
H 5.222 -4.383 4.012
H 3.949 -5.075 3.108
H 3.143 -2.948 3.489
H 3.772 -2.905 1.767
H 4.615 -2.114 3.129
C 3.381 2.071 3.867
C 4.012 2.273 2.580
N 4.522 2.415 1.568
H 4.004 2.535 4.632
H 3.168 1.014 4.022
H 2.489 2.693 3.793
C -5.423 -4.451 -0.757
S -6.231 -3.183 0.323
O -6.997 -3.831 1.496
C -4.771 -2.261 1.054
H -4.816 -4.038 -1.563
H -6.225 -5.053 -1.186
H -4.775 -5.079 -0.146
H -5.043 -1.290 1.466
H -4.154 -2.037 0.184
H -4.279 -2.861 1.820
C -3.672 3.005 2.057
S -4.085 1.273 2.455
O -2.808 0.424 2.548
C -4.884 1.357 4.073
H -3.126 3.442 2.892
H -4.448 3.607 1.585
H -2.912 2.945 1.277
H -5.077 0.383 4.524
H -5.761 1.975 3.883
H -4.315 1.941 4.796
C 3.390 0.205 -1.657
S 4.647 -0.910 -2.420
O 5.889 -0.064 -2.681
C 4.924 -1.997 -0.930
H 3.732 0.447 -0.651
H 2.460 -0.361 -1.615
H 3.173 1.030 -2.335
H 5.053 -1.453 0.005
H 5.899 -2.461 -1.072
H 4.247 -2.841 -0.796
C 2.490 4.453 -0.793
S 2.659 5.657 0.607
O 4.114 6.112 0.616
C 1.612 7.041 -0.020
H 3.054 4.808 -1.655
H 1.432 4.392 -1.046
H 2.957 3.526 -0.457
H 0.633 6.679 -0.335
H 2.026 7.478 -0.929
H 1.527 7.828 0.729
C 1.609 -0.932 8.532
S 0.912 -0.061 7.103
O 2.070 0.840 6.669
C 0.736 -1.546 5.928
H 1.104 -1.889 8.669
H 1.389 -0.360 9.433
H 2.666 -1.104 8.333
H 0.208 -2.328 6.474
H 1.736 -1.819 5.592
H 0.120 -1.222 5.088
C 0.174 -4.248 -2.159
S 1.509 -3.218 -2.888
O 2.788 -4.040 -2.915
C 0.588 -3.090 -4.494
H 0.424 -4.504 -1.130
H 0.044 -5.231 -2.611
H -0.733 -3.652 -2.258
H -0.322 -2.542 -4.253
H 0.487 -4.133 -4.795
H 1.259 -2.588 -5.191
C -3.669 -3.633 -4.337
S -2.466 -5.034 -4.380
O -2.590 -5.844 -3.092
C -3.446 -5.922 -5.676
H -4.657 -3.910 -3.968
H -3.844 -3.180 -5.313
H -3.401 -2.807 -3.679
H -3.578 -5.292 -6.556
H -4.365 -6.276 -5.209
H -2.848 -6.790 -5.953
```

Computed properties:
Maximum force in eV/A: 2.67
Multiplicity: 2
Frontier orbital gap (alpha / beta) in eV: 1.282 / 7.581
⟨S²⟩: 0.75
Net charge: -1
Calculated total energy in eV: -148757.1971


Record 3
Entry from the Open Molecules 2025 dataset: C16H34F3N2NaO6S as an isolated structure in a non-equilibrium geometry (ωB97M-V/def2-TZVPD).

The geometry in XYZ format:
```
63
C16H34F3N2NaO6S, DFT ωB97M-V/def2-TZVPD
Na 0.634 0.040 0.285
C 5.179 -1.114 0.313
F 4.868 -0.905 1.608
F 5.176 0.025 -0.344
F 6.401 -1.669 0.097
S 3.833 -2.317 -0.475
O 4.034 -3.604 0.287
O 2.589 -1.621 -0.113
O 4.166 -2.369 -1.920
C -3.491 1.608 -1.632
C -2.599 0.803 -0.644
C -3.353 -0.481 -0.183
C -3.513 -1.562 -1.310
C -2.109 -1.903 -1.834
C -1.173 -0.673 -2.291
N -1.343 0.325 -1.263
O -0.515 1.394 -1.473
C 0.203 -1.346 -2.487
C -1.698 -0.181 -3.621
C -2.315 1.643 0.700
H -2.899 2.377 -2.128
H -4.417 1.916 -1.147
H -3.829 0.951 -2.434
H -2.777 -0.942 0.620
H -4.290 -0.341 0.355
H -4.082 -1.285 -2.197
H -4.062 -2.447 -0.989
H -2.193 -2.640 -2.633
H -1.690 -2.520 -1.039
H 0.119 -2.088 -3.282
H 1.058 -0.769 -2.838
H 0.459 -1.903 -1.586
H -1.443 0.843 -3.893
H -1.191 -0.712 -4.427
H -2.764 -0.318 -3.804
H -1.795 1.053 1.454
H -3.212 1.925 1.252
H -1.796 2.592 0.564
H -0.807 1.670 -2.344
C 2.071 3.142 -0.936
O 1.919 2.219 0.053
C 2.403 2.803 1.291
C 2.368 1.739 2.386
N 1.077 1.106 2.506
C 1.206 0.110 3.587
C 0.069 -0.924 3.485
O -0.109 -1.532 2.192
C -1.047 -2.576 2.177
H 1.462 4.046 -0.907
H 1.861 2.707 -1.913
H 3.134 3.306 -1.109
H 1.816 3.601 1.746
H 3.472 2.996 1.205
H 2.723 2.110 3.348
H 3.096 0.962 2.154
H 0.439 1.796 2.876
H 1.015 0.600 4.542
H 2.136 -0.457 3.574
H -0.889 -0.530 3.825
H 0.275 -1.740 4.177
H -0.863 -3.366 2.904
H -0.891 -3.214 1.307
H -2.105 -2.360 2.326
```

Computed properties:
Maximum force in eV/A: 4.35
Multiplicity: 2
Frontier orbital gap (alpha / beta) in eV: 7.740 / 2.529
⟨S²⟩: 0.75
Net charge: +1
Calculated total energy in eV: -55801.8094


Record 4
Entry from the Open Molecules 2025 dataset: C10H7CuF5NO2 as an isolated structure in a non-equilibrium geometry (ωB97M-V/def2-TZVPD).

The geometry in XYZ format:
```
26
C10H7CuF5NO2, DFT ωB97M-V/def2-TZVPD
N 1.554 0.260 2.146
C 0.274 1.050 2.294
C -0.924 0.249 3.117
O -1.640 1.003 3.996
O -1.280 -1.170 2.922
C -0.340 1.667 0.910
F -1.759 2.074 1.156
F 0.417 2.938 0.630
C -0.210 0.722 -0.415
C -0.382 1.493 -1.889
C -0.313 0.741 -3.344
C -0.023 -0.876 -3.382
C 0.137 -1.670 -1.950
C 0.432 -3.311 -1.920
F -0.766 -3.988 -1.372
F 1.652 -3.552 -1.063
F 0.721 -3.713 -3.344
C 0.027 -0.897 -0.470
H 2.168 0.614 1.375
H 2.075 0.170 3.055
H 0.548 1.987 2.982
H -0.572 2.671 -1.883
H -0.460 1.354 -4.331
H 0.063 -1.435 -4.417
H 0.152 -1.490 0.548
Cu -1.553 3.109 4.649
```

Computed properties:
Maximum force in eV/A: 9.33
Multiplicity: 2
Frontier orbital gap (alpha / beta) in eV: 5.896 / 3.581
⟨S²⟩: 0.82
Net charge: +1
Calculated total energy in eV: -74273.3912


Record 5
Entry from the Open Molecules 2025 dataset: C32H30CdN8O2S2Te as an isolated structure in a non-equilibrium geometry (ωB97M-V/def2-TZVPD).

The geometry in XYZ format:
```
76
C32H30CdN8O2S2Te, DFT ωB97M-V/def2-TZVPD
Cd 0.492 0.200 -1.097
N -3.899 0.274 -2.916
C -2.640 -0.212 -2.894
N -1.581 0.514 -2.913
C -1.709 1.894 -2.854
N -0.660 2.639 -2.923
N 0.542 2.116 -2.828
C 1.491 2.377 -3.637
C 2.820 1.850 -3.382
C 3.935 2.399 -4.021
C 5.187 1.874 -3.757
C 5.279 0.799 -2.885
C 4.114 0.310 -2.306
N 2.918 0.822 -2.532
C -3.029 2.498 -2.847
C -3.233 3.877 -2.832
C -4.507 4.387 -2.975
C -5.592 3.533 -3.144
C -5.413 2.162 -3.108
C -4.134 1.639 -2.941
H -4.682 -0.362 -2.858
H -2.534 -1.289 -2.886
H 1.345 2.982 -4.536
H 3.811 3.233 -4.694
H 6.068 2.294 -4.220
H 6.232 0.352 -2.654
H 4.131 -0.537 -1.634
H -2.374 4.519 -2.725
H -4.664 5.454 -2.972
H -6.580 3.937 -3.312
H -6.250 1.489 -3.221
C 0.654 0.025 6.609
C 0.676 0.369 5.149
C 1.741 0.031 4.333
C 1.793 0.434 3.004
C 2.990 0.051 2.185
C 0.754 1.197 2.473
Te 0.980 2.180 0.566
C -0.372 1.459 3.258
C -1.565 2.178 2.704
C -0.391 1.050 4.582
H 1.573 -0.473 6.908
H -0.191 -0.625 6.838
H 0.546 0.931 7.206
H 2.579 -0.513 4.751
H 3.628 -0.641 2.734
H 3.576 0.936 1.936
H 2.678 -0.416 1.245
H -1.983 1.617 1.865
H -1.293 3.167 2.337
H -2.328 2.300 3.468
H -1.243 1.297 5.201
N 0.320 -3.713 4.831
C -0.213 -3.414 3.598
C -0.927 -2.226 3.420
C -1.428 -1.899 2.181
C -1.259 -2.762 1.112
C -0.642 -3.989 1.294
C -0.128 -4.317 2.533
S -1.524 -2.096 -0.519
O -2.292 -2.968 -1.376
O -2.072 -0.759 -0.343
N -0.015 -1.882 -1.011
C 0.690 -2.639 -1.838
S 0.089 -4.097 -2.624
C 1.656 -4.255 -3.370
C 2.461 -3.241 -2.989
N 1.919 -2.330 -2.141
H 0.482 -2.929 5.443
H 1.043 -4.415 4.856
H -1.052 -1.549 4.250
H -1.955 -0.973 2.013
H -0.566 -4.676 0.465
H 0.367 -5.266 2.683
H 1.878 -5.073 -4.026
H 3.483 -3.108 -3.294
```

Computed properties:
Maximum force in eV/A: 2.14
Frontier orbital gap in eV: 6.734
Relative energy (zero: lowest compared OMol25 entry of this formula, charge and spin) in kJ/mol: 117.36
Calculated total energy in eV: -83215.5041


Record 6
Entry from the Open Molecules 2025 dataset: an isolated ion of composition C3H8ClN2O and charge +1 in a non-equilibrium geometry (ωB97M-V/def2-TZVPD).

The geometry in XYZ format:
```
15
C3H8ClN2O, DFT ωB97M-V/def2-TZVPD
C 0.089 -0.014 0.535
C 0.121 -0.203 -1.942
C 0.008 0.802 -0.878
N -0.412 0.514 1.631
N 0.924 -1.057 0.610
O -0.562 -0.118 2.758
Cl -1.571 1.606 -0.897
H -0.480 -0.996 -1.694
H 1.252 -0.528 -2.215
H -0.229 0.190 -2.920
H 0.857 1.560 -0.782
H -0.860 1.451 1.604
H 1.389 -1.416 -0.173
H 0.982 -1.525 1.535
H -1.509 -0.265 2.829
```

Computed properties:
Maximum force in eV/A: 4.99
SMILES: C[C@@H](Cl)C(=[NH2+])NO
Frontier orbital gap in eV: 11.335
Net charge: +1
Relative energy (zero: lowest compared OMol25 entry of this formula, charge and spin) in kJ/mol: 164.64
Calculated total energy in eV: -20782.2937


Record 7
Entry from the Open Molecules 2025 dataset: a 7-piece molecular cluster, H14O6S2 overall in a non-equilibrium geometry (ωB97M-V/def2-TZVPD).

The geometry in XYZ format:
```
22
H14O6S2, DFT ωB97M-V/def2-TZVPD
S -5.070 3.027 0.078
S -6.565 2.988 -1.337
H -5.159 1.846 0.732
H -6.744 2.038 -2.121
H -1.298 -1.507 -0.909
H -1.202 -2.331 0.349
O -1.033 -1.479 -0.003
H -1.540 4.420 -2.035
H -2.685 5.305 -1.795
O -2.367 4.375 -1.732
H 3.098 -1.410 -0.396
H 1.549 -1.477 -0.250
O 2.252 -0.922 -0.168
H 4.437 -4.617 -0.192
H 4.149 -3.823 -1.396
O 4.034 -3.807 -0.416
H 1.764 -2.688 5.351
H 3.134 -2.856 4.692
O 2.497 -3.278 5.333
H 2.183 1.330 -1.451
H 2.727 2.639 -1.117
O 1.840 2.227 -1.217
```

Computed properties:
Maximum force in eV/A: 5.72
SMILES: SS.O.O.O.O.O.O
Frontier orbital gap in eV: 8.866
Relative energy (zero: lowest compared OMol25 entry of this formula, charge and spin) in kJ/mol: 265.75
Calculated total energy in eV: -34180.8686


Record 8
Entry from the Open Molecules 2025 dataset: C28H29CeN5O2Si as an isolated structure in a non-equilibrium geometry (ωB97M-V/def2-TZVPD).

The geometry in XYZ format:
```
66
C28H29CeN5O2Si, DFT ωB97M-V/def2-TZVPD
Ce -0.011 -0.375 0.885
C -0.237 -4.231 2.163
C -0.137 -4.058 0.673
C 0.000 -5.133 -0.181
C 0.154 -4.870 -1.546
C 0.118 -3.583 -2.015
C -0.122 -2.516 -1.105
N -0.179 -2.796 0.228
N -0.290 -1.217 -1.416
Si -0.297 -0.510 -2.973
C -0.838 1.287 -2.712
C -1.534 -1.301 -4.165
C 1.389 -0.535 -3.832
H 0.152 -5.198 2.478
H -1.280 -4.149 2.479
H 0.317 -3.437 2.661
H 0.026 -6.144 0.203
H 0.318 -5.688 -2.239
H 0.270 -3.359 -3.063
H -0.956 1.509 -1.649
H -1.799 1.488 -3.192
H -0.112 1.995 -3.125
H -2.556 -1.048 -3.868
H -1.457 -2.391 -4.173
H -1.381 -0.944 -5.188
H 2.194 -0.614 -3.096
H 1.545 0.378 -4.413
H 1.481 -1.384 -4.517
C 2.595 2.576 -1.751
C 1.809 2.197 -0.516
O 1.550 0.997 -0.349
C 1.387 3.236 0.401
C 1.891 4.548 0.285
C 1.518 5.544 1.147
C 0.592 5.252 2.167
C 0.069 3.996 2.303
C 0.441 2.934 1.431
O -0.087 1.773 1.575
H 2.706 1.695 -2.378
H 3.584 2.943 -1.469
H 2.081 3.364 -2.302
H 2.607 4.774 -0.495
H 1.927 6.541 1.048
H 0.290 6.035 2.852
H -0.651 3.758 3.076
C -1.989 -0.703 2.477
C -2.859 0.238 1.773
C -3.231 1.488 2.306
C -4.067 2.350 1.622
C -4.577 2.012 0.370
C -4.210 0.798 -0.190
C -3.352 -0.061 0.485
H -2.352 -1.727 2.359
H -1.909 -0.466 3.539
H -2.844 1.771 3.279
H -4.337 3.302 2.067
H -5.245 2.683 -0.157
H -4.590 0.520 -1.168
H -3.066 -1.006 0.031
N 1.995 -1.183 2.012
C 3.027 -1.602 2.443
C 4.209 -2.080 2.975
C 4.808 -1.435 4.099
N 5.269 -0.876 4.999
C 4.859 -3.221 2.415
N 5.372 -4.140 1.937
```

Computed properties:
Maximum force in eV/A: 3.90
Multiplicity: 2
Frontier orbital gap (alpha / beta) in eV: 6.626 / 6.609
⟨S²⟩: 0.75
Net charge: -1
Relative energy (zero: lowest compared OMol25 entry of this formula, charge and spin) in kJ/mol: 0.00
Calculated total energy in eV: -61864.7161


Record 9
Entry from the Open Molecules 2025 dataset: one molecule with the formula C4H11NOS in a non-equilibrium geometry (ωB97M-V/def2-TZVPD).

The geometry in XYZ format:
```
18
C4H11NOS, DFT ωB97M-V/def2-TZVPD
C -1.366 -0.473 -1.256
O -1.341 -1.206 -2.473
C 0.077 -0.370 -0.666
C -0.143 -0.188 0.835
C 1.111 -0.112 1.673
S 0.838 1.001 3.177
N 0.800 0.805 -1.220
H -2.056 -0.958 -0.568
H -1.866 0.521 -1.411
H -0.476 -1.017 -2.864
H 0.654 -1.263 -1.001
H -0.743 -1.000 1.316
H -0.774 0.660 1.073
H 1.641 -0.889 2.256
H 1.872 0.470 1.136
H 0.045 1.928 2.515
H 1.650 0.913 -0.715
H 0.076 1.176 -1.804
```

Computed properties:
Maximum force in eV/A: 4.05
SMILES: N[C@H](CO)CCS
Frontier orbital gap in eV: 9.926
Relative energy (zero: lowest compared OMol25 entry of this formula, charge and spin) in kJ/mol: 254.86
Calculated total energy in eV: -18697.2772


Which formula does entry 6 have?
C3H8ClN2O